21
Properties=species:S:1:pos:R:3:forces:R:3 method="wB97M-V/def2-TZVPD" orbital_gap_ev="7.5 / 7.5" spin_multiplicity=3 homo_ha="-0.238 / -0.332"
C -0.265477 -0.057142 -0.143213 -3.0 -1.2 0.3
C -1.415855 0.758709 0.538187 3.0 1.4 -0.8
C -0.673356 -0.213615 1.342148 0.6 -0.9 -1.4
C -0.578744 -1.139742 -1.238047 -3.2 4.4 -1.0
C -1.377193 -1.525337 1.757107 3.0 0.3 -3.5
C 2.586490 1.589211 -1.487591 -2.4 -0.5 -0.1
N 0.879586 0.626359 -0.482883 0.1 -0.5 -0.6
N 1.494456 0.623709 -1.606157 -0.1 0.2 2.2
O 0.231415 0.303826 2.248448 -0.2 -0.4 1.3
H -1.248702 1.837877 0.525053 0.3 -0.4 0.6
H -2.335770 0.539197 0.224933 -3.7 -1.1 -1.1
H -1.496323 -1.718008 -1.183901 0.0 -0.1 0.9
H 0.258959 -1.708724 -1.276996 2.4 -1.9 -0.9
H -0.846191 -0.477034 -2.187962 1.3 -1.6 1.5
H -0.943220 -1.774795 2.627088 1.5 -1.1 3.3
H -1.220364 -2.412513 1.081103 -0.3 1.2 0.4
H -2.342103 -1.336623 1.939414 -3.8 0.4 0.4
H 2.733228 1.851177 -0.488590 0.8 0.1 1.5
H 3.347657 1.196707 -2.003217 3.4 -1.1 -1.6
H 2.217656 2.420073 -1.962365 -0.4 2.5 -1.3
H 0.993849 0.616688 1.777442 0.7 0.2 -0.4

***

16
Properties=species:S:1:pos:R:3:forces:R:3 method="wB97M-V/def2-TZVPD" total_charge=+2 orbital_gap_ev="2.5 / 3.3" spin_multiplicity=2 homo_ha="-0.553 / -0.553"
O 1.491976 -2.760585 0.080648 1.0 -2.8 0.1
C 0.711197 -2.209118 0.912802 -0.1 2.3 0.0
O 0.235875 -2.890741 1.868658 0.5 -3.5 1.0
O 0.427510 -0.930856 0.858979 1.2 -4.3 -0.2
Ce 1.535338 -5.137783 1.404772 -1.7 5.3 -0.8
C 1.154018 -0.122780 -0.240936 -2.9 -0.4 2.8
C 0.267443 1.038862 0.063543 3.0 3.2 -4.4
H 2.168944 -0.005138 0.153845 -0.2 0.0 -0.6
H 0.970269 -0.553357 -1.231899 0.3 0.0 0.4
H 0.271168 1.452993 1.075802 0.0 -0.3 -0.4
O -1.002469 0.932523 -0.565462 1.0 -1.6 0.8
C -1.714691 2.047658 -0.650949 0.0 2.2 -0.5
O -1.367998 3.138725 -0.270639 -0.1 -0.9 0.2
O -2.817056 1.785718 -1.338485 -0.2 -0.6 0.1
H -3.330841 2.596367 -1.447481 0.1 0.1 0.1
H 0.999317 1.617511 -0.673200 -1.9 1.1 1.5

***

68
Properties=species:S:1:pos:R:3:forces:R:3 method="wB97M-V/def2-TZVPD" total_charge=+1 orbital_gap_ev=6.7 spin_multiplicity=1 homo_ha=-0.351
Al 0.315154 -0.372725 0.146965 0.2 0.0 0.0
Cl 6.523190 1.099678 2.379831 0.0 0.1 0.0
C 5.183306 0.291528 1.655021 0.0 -0.2 -0.1
C 3.939377 0.909846 1.673693 -0.1 0.1 0.0
C 2.850434 0.276384 1.099279 0.2 -0.1 0.0
N 1.530096 0.748343 1.068483 -0.2 0.2 0.1
C 1.120742 1.956343 1.483883 0.2 -0.2 -0.1
O 1.759562 2.903741 1.910901 -0.1 0.0 0.1
C -0.391118 2.052246 1.390399 -0.1 0.2 0.1
C -1.052918 3.130313 1.958001 0.0 0.0 0.0
C -2.434552 3.159240 1.930666 0.0 -0.1 -0.1
C -3.116235 2.105057 1.330685 0.0 0.1 0.0
C -2.385702 1.074665 0.778041 0.0 -0.1 -0.1
N -1.048938 1.044528 0.798159 0.0 0.0 0.0
C 3.008152 -0.991693 0.494020 0.1 0.1 0.1
C 4.252467 -1.599463 0.480087 -0.1 -0.1 -0.1
C 5.338257 -0.955681 1.060440 0.0 0.2 0.1
Cl 6.877608 -1.735227 1.023294 0.0 0.0 0.0
N 1.824548 -1.494927 -0.068663 -0.1 -0.2 -0.1
C 1.670774 -2.726890 -0.578223 0.1 0.2 0.1
O 2.461787 -3.650093 -0.669182 0.0 0.0 0.0
C 0.261049 -2.893213 -1.114335 0.0 -0.1 -0.1
C -0.100989 -4.048310 -1.789686 0.0 0.0 0.0
C -1.375483 -4.144344 -2.316306 0.0 0.1 0.0
C -2.253731 -3.077301 -2.150380 0.0 -0.1 0.0
C -1.822512 -1.967295 -1.456189 0.0 0.1 0.0
N -0.592515 -1.873976 -0.939271 -0.1 0.0 0.0
H 3.823648 1.880935 2.128688 0.0 0.0 0.0
H -0.454619 3.906533 2.413778 0.0 0.0 0.0
H -2.978600 3.981210 2.375917 0.0 0.0 0.0
H -4.195857 2.081591 1.296596 0.0 0.0 0.0
H -2.879919 0.233760 0.307026 0.0 0.0 0.0
H 4.378788 -2.567337 0.022011 0.0 0.0 0.0
H 0.637412 -4.831766 -1.884866 0.0 0.0 0.0
H -1.683196 -5.026977 -2.860463 0.0 0.0 0.0
H -3.254291 -3.108356 -2.557106 0.0 0.0 0.0
H -2.472634 -1.112838 -1.312324 0.0 0.0 0.0
N -0.410921 -1.393970 1.722615 -0.3 -0.4 0.4
C -0.890061 -2.056600 2.526605 0.4 0.3 0.0
C -1.488143 -2.878249 3.518025 -0.4 -0.4 0.1
C -2.593447 -3.650452 3.139121 0.1 0.1 0.0
C -3.196700 -4.465331 4.076445 0.0 0.0 0.0
C -2.702369 -4.509685 5.374603 0.0 0.0 0.0
C -1.604926 -3.743786 5.745137 0.0 0.0 0.0
C -0.988348 -2.922808 4.819833 0.1 0.1 -0.1
H -2.951927 -3.602188 2.119157 0.0 0.0 0.0
H -4.050214 -5.068582 3.800103 0.0 0.0 0.0
H -3.177331 -5.152619 6.103285 0.0 0.0 0.0
H -1.231050 -3.791697 6.758165 0.0 0.0 0.0
H -0.128225 -2.322419 5.083323 0.0 0.0 0.0
N 0.327282 0.645117 -1.535367 -0.1 0.2 -0.5
C 0.267991 1.367406 -2.438017 0.3 0.0 0.2
N 0.247266 2.190600 -3.432508 -0.1 0.0 -0.1
C 1.472023 2.848215 -3.917482 0.1 0.1 0.0
C 1.267333 4.376981 -3.981177 -0.1 0.0 0.1
C -0.052738 4.782329 -3.327281 0.0 0.0 -0.1
C -1.224708 4.092634 -4.026937 0.1 0.0 0.1
C -1.017964 2.562085 -4.082927 -0.1 0.2 -0.1
H 1.704708 2.440768 -4.902804 0.0 0.0 0.0
H 2.282392 2.583486 -3.241584 0.0 0.0 0.0
H 1.263264 4.703604 -5.021910 0.0 0.0 0.0
H 2.098702 4.877099 -3.487021 0.0 0.0 0.0
H -0.176748 5.862936 -3.384760 0.0 0.0 0.0
H -0.039282 4.519355 -2.266186 0.0 0.0 0.0
H -1.310517 4.479855 -5.042708 0.0 0.0 0.0
H -2.156600 4.326172 -3.512787 0.0 0.0 0.0
H -0.977565 2.209766 -5.115280 0.0 0.0 0.0
H -1.823720 2.032449 -3.578550 0.0 0.0 0.0

***

78
Properties=species:S:1:pos:R:3:forces:R:3 method="wB97M-V/def2-TZVPD" total_charge=+1 orbital_gap_ev="6.6 / 6.6" spin_multiplicity=1 homo_ha="-0.377 / -0.377"
W -0.628741 1.099042 -0.221401 -0.1 0.3 -0.4
O -2.255671 2.172978 -1.256756 0.2 -0.2 0.3
S -1.336837 3.102681 -2.010113 0.4 0.1 -0.1
O -1.766349 4.442442 -2.173450 -0.1 -0.1 0.0
O -0.056764 2.922848 -1.253708 0.1 0.1 -0.1
C -1.058460 2.361260 -3.590255 -0.1 -0.1 0.0
C -1.159924 3.192773 -4.694124 0.0 0.0 0.0
C -0.892284 2.683603 -5.957186 0.0 0.0 0.0
C -0.517585 1.359055 -6.104569 0.0 0.0 0.0
C -0.418904 0.531440 -4.993665 0.0 0.0 0.0
C -0.695351 1.012968 -3.720031 0.0 0.0 0.0
P -0.613984 -0.143498 -2.305691 0.1 0.0 0.3
C -2.084861 -1.173294 -2.452739 0.0 -0.1 -0.1
C -2.147151 -2.337121 -1.680449 0.0 0.0 0.0
C -3.289150 -3.114867 -1.695591 0.0 0.0 0.0
C -4.381715 -2.726945 -2.465837 0.0 0.0 0.0
C -4.324432 -1.571257 -3.226398 0.0 0.0 0.0
C -3.175434 -0.788588 -3.222632 0.0 0.0 0.0
C 0.830610 -1.192428 -2.586695 0.0 0.0 0.0
C 2.079529 -0.764140 -2.137562 0.0 0.0 0.0
C 3.204180 -1.531951 -2.390458 0.0 0.0 0.0
C 3.087621 -2.728290 -3.086229 0.0 0.0 0.0
C 1.846361 -3.157905 -3.531919 0.0 0.0 0.0
C 0.715900 -2.392855 -3.285292 0.0 0.0 0.0
H -1.442799 4.226686 -4.555539 0.0 0.0 0.0
H -0.972078 3.328491 -6.821431 0.0 0.0 0.0
H -0.301877 0.961319 -7.087045 0.0 0.0 0.0
H -0.124970 -0.502667 -5.122769 0.0 0.0 0.0
H -1.302288 -2.625131 -1.063316 0.0 0.0 0.0
H -3.348326 -4.008482 -1.090049 0.0 0.0 0.0
H -5.283648 -3.323686 -2.449138 0.0 0.0 0.0
H -5.176126 -1.268232 -3.820430 0.0 0.0 0.0
H -3.140930 0.117220 -3.814282 0.0 0.0 0.0
H 2.171654 0.163128 -1.586187 0.0 0.0 0.0
H 4.172527 -1.198119 -2.042043 0.0 0.0 0.0
H 3.966913 -3.328335 -3.279674 0.0 0.0 0.0
H 1.754972 -4.091161 -4.071177 0.0 0.0 0.0
H -0.252727 -2.735864 -3.626823 0.0 0.0 0.0
N 0.910363 0.787155 0.672818 -0.5 0.1 -0.1
P 1.202676 0.654952 2.263258 0.1 -0.2 0.1
C 0.594174 2.117127 3.103006 0.0 0.0 0.0
C 1.181786 2.512414 4.302317 0.0 0.0 0.0
C 0.671395 3.596603 5.001350 0.0 0.0 0.0
C -0.420603 4.291688 4.504978 0.0 0.0 0.0
C -1.004932 3.912375 3.303045 0.0 0.0 0.0
C -0.497153 2.829049 2.608502 0.0 0.1 0.0
C 0.341388 -0.775152 2.905097 0.0 0.0 0.0
C 0.499543 -1.985037 2.224716 0.0 0.0 0.0
C -0.200481 -3.101543 2.643698 0.0 0.0 0.0
C -1.058825 -3.014458 3.735660 0.0 0.0 0.0
C -1.213484 -1.815177 4.412311 0.0 0.0 0.0
C -0.513036 -0.689120 3.999219 0.0 0.0 0.0
C 2.949736 0.489551 2.575812 0.0 0.0 -0.1
C 3.842951 1.178162 1.754861 0.0 0.0 0.0
C 5.201792 1.098358 2.006876 0.0 0.0 0.0
C 5.665826 0.336642 3.072414 0.0 0.0 0.0
C 4.777663 -0.351102 3.886967 0.0 0.0 0.0
C 3.414688 -0.279699 3.640166 0.0 0.0 0.0
H 2.042012 1.979398 4.687302 0.0 0.0 0.0
H 1.133123 3.900935 5.930701 0.0 0.0 0.0
H -0.814582 5.139554 5.048935 0.0 0.0 0.0
H -1.847275 4.461470 2.905476 0.0 0.0 0.0
H -0.981819 2.589992 1.659938 0.0 -0.1 0.1
H 1.157172 -2.045336 1.364380 0.0 0.0 0.0
H -0.083397 -4.040683 2.119498 0.0 0.0 0.0
H -1.612385 -3.887336 4.055320 0.0 0.0 0.0
H -1.886855 -1.749814 5.255913 0.0 0.0 0.0
H -0.649864 0.252122 4.516538 0.0 0.0 0.0
H 3.472513 1.767780 0.924848 0.0 0.0 0.0
H 5.900173 1.628692 1.373788 0.0 0.0 0.0
H 6.728592 0.275781 3.265904 0.0 0.0 0.0
H 5.145547 -0.948567 4.709963 0.0 0.0 0.0
H 2.718811 -0.828255 4.263630 0.0 0.0 0.0
N -2.063923 0.017995 0.635038 -0.1 0.0 -0.1
C -2.990714 -0.562715 1.086972 0.3 -0.3 0.0
N -3.913095 -1.146219 1.685418 -0.3 0.2 0.2
C -4.474130 -2.290528 1.314116 0.0 0.0 -0.1
N -5.006271 -3.280172 1.051902 0.0 0.0 0.0

***

Number 1: largest force on an atom 5.51 eV/A. Number 2: largest force on an atom 6.19 eV/A. Number 3: largest force on an atom 0.57 eV/A. Number 4: largest force on an atom 0.56 eV/A.